P | {
  "formula": "C4H10NO",
  "method": "ωB97M-V/def2-TZVPD",
  "symbols": ["O", "C", "H", "H", "C", "C", "C", "N", "H", "H", "H", "H", "H", "H", "H", "H"],
  "coordinates": [[-1.877, -1.553, -0.521], [-2.891, -0.958, -0.795], [-3.091, 0.042, -0.395], [-3.624, -1.377, -1.499], [1.097, 2.237, 0.450], [0.612, 0.826, 0.471], [1.334, -0.182, 0.034], [0.816, -1.566, 0.105], [2.125, 2.285, 0.094], [0.486, 2.821, -0.242], [1.002, 2.681, 1.433], [-0.373, 0.609, 0.869], [2.330, -0.110, -0.368], [-0.204, -1.611, -0.098], [1.291, -2.170, -0.568], [0.968, -1.972, 1.028]],
  "mulliken_charge": [-0.4865, -0.0690, 0.2182, 0.2740, -1.1749, 0.0094, -0.2871, -0.1684, 0.3350, 0.3092, 0.3336, 0.3246, 0.2900, 0.2850, 0.4065, 0.4003],
  "charge": 1,
  "e_lumo_ev": -3.305,
  "homo_lumo_gap_ha": 0.41489
}

---

Q | {
  "formula": "C4H10NO",
  "method": "ωB97M-V/def2-TZVPD",
  "symbols": ["C", "C", "C", "C", "N", "O", "H", "H", "H", "H", "H", "H", "H", "H", "H", "H"],
  "coordinates": [[1.628, -0.465, 0.067], [0.212, -0.290, -0.001], [-0.719, -1.407, 0.093], [-1.570, 1.372, -0.066], [-0.248, 0.900, -0.094], [2.321, 0.758, -0.070], [1.775, -1.077, 1.079], [2.026, -1.222, -0.707], [-1.708, -1.450, -0.298], [-0.859, -1.492, 1.239], [-0.200, -2.434, -0.234], [-2.094, 1.280, -1.037], [-2.365, 0.894, 0.614], [-1.701, 2.436, 0.113], [3.115, 0.550, -0.463], [0.387, 1.648, -0.235]],
  "mulliken_charge": [-0.2861, 0.7079, -1.3657, -0.9574, -0.0757, -0.4936, 0.2703, 0.3905, 0.4470, 0.3827, 0.3065, 0.3883, 0.3298, 0.3484, 0.3223, 0.2849],
  "charge": 1,
  "e_lumo_ev": -4.267,
  "homo_lumo_gap_ha": 0.41749
}

---

Computed stability ranking, most favorable first: P, Q

---

P | {
  "formula": "C55H44FN6O3ReS6",
  "method": "ωB97M-V/def2-TZVPD",
  "symbols": ["Re", "O", "N", "C", "C", "C", "C", "C", "S", "H", "H", "H", "H", "N", "S", "N", "S", "N", "S", "N", "C", "C", "C", "C", "C", "C", "C", "C", "C", "C", "C", "C", "C", "C", "C", "C", "C", "C", "C", "C", "C", "C", "C", "C", "C", "C", "C", "C", "C", "C", "C", "C", "C", "C", "C", "C", "H", "H", "H", "H", "H", "H", "H", "H", "H", "H", "H", "H", "H", "H", "H", "H", "H", "H", "H", "H", "H", "H", "H", "H", "H", "H", "H", "H", "H", "H", "F", "C", "C", "C", "C", "C", "C", "C", "H", "H", "H", "H", "H", "H", "O", "S", "O", "N", "C", "S", "C", "C", "C", "C", "C", "C", "H", "H", "H", "H"],
  "coordinates": [[1.446, -0.066, 0.253], [1.713, 0.435, 2.172], [2.408, 1.541, 2.541], [2.691, 1.653, 3.856], [3.415, 2.714, 4.311], [3.864, 3.669, 3.389], [3.553, 3.534, 2.063], [2.789, 2.442, 1.620], [2.387, 2.149, -0.015], [2.312, 0.851, 4.469], [3.648, 2.781, 5.362], [4.477, 4.496, 3.718], [3.919, 4.223, 1.316], [-0.430, 0.925, 0.539], [-1.498, 1.800, 0.123], [-3.018, 1.146, 0.065], [-3.360, 0.040, -0.959], [-2.343, -1.005, -1.460], [-1.181, -1.836, -0.637], [0.187, -1.330, -0.737], [-1.299, -3.403, -1.465], [-0.685, -4.482, -0.842], [-0.668, -5.705, -1.488], [-1.245, -5.836, -2.745], [-1.834, -4.746, -3.364], [-1.867, -3.514, -2.724], [-1.912, -2.189, 0.957], [-2.996, -3.065, 0.979], [-3.613, -3.347, 2.184], [-3.152, -2.752, 3.353], [-2.071, -1.887, 3.316], [-1.436, -1.598, 2.115], [-3.956, 0.744, -2.473], [-3.253, 0.580, -3.654], [-3.719, 1.223, -4.793], [-4.863, 2.003, -4.737], [-5.552, 2.160, -3.539], [-5.098, 1.533, -2.393], [-4.785, -0.724, -0.250], [-5.407, -1.702, -1.020], [-6.524, -2.335, -0.509], [-7.004, -1.986, 0.750], [-6.366, -1.014, 1.504], [-5.242, -0.368, 1.006], [-1.851, 3.160, 1.209], [-0.719, 3.826, 1.659], [-0.870, 4.893, 2.529], [-2.137, 5.280, 2.940], [-3.260, 4.606, 2.481], [-3.126, 3.537, 1.607], [-1.319, 2.577, -1.473], [-0.301, 2.132, -2.298], [-0.166, 2.692, -3.563], [-1.043, 3.679, -3.980], [-2.063, 4.116, -3.142], [-2.208, 3.567, -1.881], [-0.216, -4.366, 0.128], [-0.196, -6.554, -1.015], [-1.231, -6.795, -3.244], [-2.266, -4.849, -4.350], [-2.324, -2.656, -3.195], [-3.342, -3.541, 0.071], [-4.448, -4.033, 2.210], [-3.634, -2.974, 4.296], [-1.705, -1.434, 4.227], [-0.599, -0.916, 2.097], [-2.359, -0.025, -3.676], [-3.182, 1.111, -5.725], [-5.223, 2.494, -5.630], [-6.444, 2.770, -3.501], [-5.625, 1.650, -1.455], [-5.014, -1.969, -1.993], [-7.022, -3.100, -1.088], [-7.885, -2.476, 1.140], [-6.738, -0.758, 2.486], [-4.715, 0.377, 1.584], [0.262, 3.504, 1.328], [0.005, 5.420, 2.886], [-2.251, 6.111, 3.624], [-4.246, 4.912, 2.803], [-3.994, 3.005, 1.246], [0.381, 1.363, -1.962], [0.635, 2.361, -4.210], [-0.930, 4.120, -4.962], [-2.741, 4.893, -3.470], [-2.992, 3.910, -1.218], [7.259, -2.748, 3.062], [5.995, -2.572, 2.633], [5.625, -3.081, 1.404], [4.322, -2.882, 0.971], [3.400, -2.164, 1.733], [2.019, -1.929, 1.219], [3.809, -1.708, 2.985], [5.101, -1.902, 3.444], [6.346, -3.624, 0.809], [4.019, -3.279, 0.011], [1.312, -1.972, 2.051], [1.775, -2.703, 0.491], [3.094, -1.195, 3.612], [5.430, -1.526, 4.402], [6.108, 2.498, 0.791], [6.198, 1.072, 0.950], [6.749, 0.550, 2.164], [4.698, 0.434, 0.662], [4.645, -0.118, -0.503], [3.219, -0.746, -1.229], [5.953, -0.239, -1.223], [6.252, -0.869, -2.417], [7.578, -0.883, -2.833], [8.575, -0.283, -2.071], [8.274, 0.355, -0.872], [6.953, 0.358, -0.478], [5.474, -1.341, -3.002], [7.842, -1.373, -3.761], [9.601, -0.317, -2.412], [9.042, 0.818, -0.270]],
  "mulliken_charge": [1.8687, -0.3749, 0.8467, -0.2120, -1.1619, -0.3897, -1.5155, 0.9499, -0.3736, 0.5049, 0.4756, 0.5135, 0.5368, 0.2396, 0.3654, 0.1855, 1.1640, -0.0253, 1.7131, -0.5732, -0.3666, -0.0976, -0.9921, -0.5360, -0.9688, -0.0342, 0.8787, -0.4308, -0.9834, -0.7673, -1.3214, -0.1530, 0.6728, -0.2708, -0.9219, -0.6081, -0.7292, -1.1019, 0.3122, -0.7698, -0.7460, -0.6214, -0.8495, -0.2010, 0.3683, -0.5152, -0.6853, -0.6467, -0.8549, -0.2076, 1.0255, -0.2731, -1.2414, -0.6722, -0.8914, -0.6622, 0.4977, 0.4451, 0.4294, 0.4765, 0.2963, 0.5324, 0.4920, 0.4442, 0.5609, 0.5449, 0.5033, 0.4842, 0.4427, 0.4577, 0.4316, 0.4149, 0.4880, 0.4369, 0.4925, 0.5426, 0.3050, 0.4876, 0.4101, 0.4453, 0.3859, 0.6416, 0.5462, 0.4523, 0.4978, 0.4879, -0.3924, 0.5745, -0.8448, 0.0707, -0.2417, -1.8623, 0.2276, -0.9198, 0.4508, 0.3906, 0.6200, 0.6744, 0.4578, 0.4023, -0.6618, 0.9776, -0.6422, 0.1800, 0.9696, -0.7302, 0.0326, -0.6498, -0.6794, -0.5421, -0.7273, 0.1118, 0.4787, 0.4117, 0.4128, 0.5025],
  "charge": 1,
  "e_lumo_ev": [-2.582, -2.564],
  "multiplicity": 2,
  "homo_lumo_gap_ha": [0.23544, 0.22476],
  "s_squared": 0.820
}

---

Q | {
  "formula": "C55H44FN6O3ReS6",
  "method": "ωB97M-V/def2-TZVPD",
  "symbols": ["Re", "O", "N", "C", "C", "C", "C", "C", "S", "H", "H", "H", "H", "N", "S", "N", "S", "N", "S", "N", "C", "C", "C", "C", "C", "C", "C", "C", "C", "C", "C", "C", "C", "C", "C", "C", "C", "C", "C", "C", "C", "C", "C", "C", "C", "C", "C", "C", "C", "C", "C", "C", "C", "C", "C", "C", "H", "H", "H", "H", "H", "H", "H", "H", "H", "H", "H", "H", "H", "H", "H", "H", "H", "H", "H", "H", "H", "H", "H", "H", "H", "H", "H", "H", "H", "H", "F", "C", "C", "C", "C", "C", "C", "C", "H", "H", "H", "H", "H", "H", "O", "S", "O", "N", "C", "S", "C", "C", "C", "C", "C", "C", "H", "H", "H", "H"],
  "coordinates": [[1.836, 0.604, 1.327], [1.894, 0.701, 3.304], [3.113, 0.627, 3.911], [3.091, 0.372, 5.237], [4.254, 0.279, 5.935], [5.466, 0.453, 5.252], [5.455, 0.721, 3.909], [4.243, 0.812, 3.210], [4.122, 1.187, 1.535], [2.106, 0.243, 5.659], [4.221, 0.072, 6.994], [6.407, 0.369, 5.782], [6.368, 0.864, 3.347], [1.724, 0.395, -0.656], [1.139, 0.201, -1.961], [-0.361, -0.430, -2.210], [-1.730, 0.125, -1.796], [-1.966, 0.837, -0.457], [-1.516, 0.214, 1.020], [-0.133, 0.028, 1.376], [-2.439, -1.280, 1.207], [-3.830, -1.278, 1.184], [-4.491, -2.485, 1.334], [-3.764, -3.659, 1.516], [-2.375, -3.638, 1.554], [-1.699, -2.435, 1.397], [-2.360, 1.387, 2.037], [-3.459, 2.136, 1.624], [-4.039, 3.012, 2.529], [-3.526, 3.127, 3.816], [-2.425, 2.378, 4.207], [-1.830, 1.497, 3.315], [-2.294, 1.311, -2.972], [-3.090, 2.375, -2.577], [-3.527, 3.266, -3.545], [-3.172, 3.081, -4.874], [-2.376, 2.005, -5.252], [-1.929, 1.107, -4.298], [-2.817, -1.243, -2.049], [-4.175, -0.969, -2.174], [-5.045, -2.029, -2.351], [-4.559, -3.332, -2.383], [-3.202, -3.584, -2.238], [-2.312, -2.531, -2.077], [1.187, 1.706, -2.893], [0.387, 2.748, -2.431], [0.480, 3.986, -3.041], [1.381, 4.183, -4.082], [2.199, 3.146, -4.510], [2.114, 1.894, -3.912], [2.011, -1.004, -2.902], [3.206, -1.431, -2.346], [3.945, -2.386, -3.032], [3.492, -2.875, -4.248], [2.288, -2.429, -4.792], [1.529, -1.493, -4.113], [-4.384, -0.353, 1.066], [-5.575, -2.510, 1.324], [-4.288, -4.599, 1.649], [-1.818, -4.547, 1.750], [-0.620, -2.371, 1.449], [-3.841, 2.039, 0.619], [-4.893, 3.607, 2.230], [-3.991, 3.806, 4.520], [-2.021, 2.481, 5.207], [-0.958, 0.911, 3.589], [-3.337, 2.511, -1.534], [-4.141, 4.110, -3.259], [-3.515, 3.784, -5.623], [-2.102, 1.867, -6.290], [-1.300, 0.267, -4.568], [-4.544, 0.050, -2.150], [-6.106, -1.840, -2.459], [-5.247, -4.158, -2.523], [-2.826, -4.601, -2.247], [-1.251, -2.698, -1.968], [-0.274, 2.603, -1.583], [-0.136, 4.805, -2.690], [1.460, 5.158, -4.547], [2.916, 3.310, -5.304], [2.757, 1.086, -4.238], [3.524, -1.043, -1.383], [4.873, -2.750, -2.607], [4.073, -3.620, -4.778], [1.944, -2.815, -5.743], [0.579, -1.153, -4.508], [2.973, 6.398, 4.910], [2.553, 5.491, 4.004], [1.315, 4.911, 4.164], [0.891, 3.984, 3.218], [1.683, 3.632, 2.127], [1.179, 2.644, 1.104], [2.928, 4.249, 2.008], [3.373, 5.176, 2.941], [0.697, 5.194, 5.008], [-0.084, 3.521, 3.331], [1.493, 2.935, 0.102], [0.088, 2.612, 1.132], [3.564, 3.996, 1.167], [4.340, 5.657, 2.848], [2.124, -6.281, 3.413], [1.203, -5.290, 2.952], [-0.121, -5.243, 3.503], [1.902, -3.787, 3.054], [2.020, -3.239, 1.889], [2.908, -1.761, 1.646], [1.477, -4.057, 0.751], [1.358, -3.718, -0.582], [0.882, -4.681, -1.469], [0.517, -5.948, -1.020], [0.586, -6.270, 0.332], [1.068, -5.300, 1.189], [1.640, -2.719, -0.909], [0.809, -4.449, -2.527], [0.182, -6.695, -1.730], [0.280, -7.242, 0.699]],
  "mulliken_charge": [0.2826, -0.1588, 0.2449, -0.3542, -0.7485, -0.2276, -0.9917, 0.9575, -0.3877, 0.4597, 0.4436, 0.4156, 0.4608, 0.1438, 2.3108, 0.1217, 0.8476, 0.4402, 1.9064, -0.6505, -0.1916, -0.7180, -0.7939, -0.9766, -0.1950, 0.0624, 1.0736, -0.3714, -1.0468, -0.6978, -0.5680, -0.9540, 0.5947, 0.0570, -0.7097, -0.7081, -0.7755, -0.6553, 0.4919, -0.8145, -0.9254, -0.6807, -0.5855, -0.4585, 0.6184, 0.0339, -1.3795, -0.8804, -0.9464, -0.4208, -0.0267, -0.6933, -0.5766, -0.7709, -0.7152, -0.3970, 0.4507, 0.4361, 0.4460, 0.4075, 0.1609, 0.2055, 0.4587, 0.4307, 0.4855, 0.4288, 0.2393, 0.4875, 0.4193, 0.4943, 0.1981, 0.4983, 0.4326, 0.4378, 0.5156, 0.3139, 0.7135, 0.5629, 0.4598, 0.4783, 0.5278, 0.4866, 0.4958, 0.4038, 0.4637, 0.2607, -0.3474, 0.3952, -0.8002, 0.1736, -0.2517, -0.9926, -0.0294, -0.9493, 0.4744, 0.3046, 0.6350, 0.2748, 0.4307, 0.4589, -0.6816, 1.2183, -0.6212, -0.6040, 0.5975, -0.2857, -0.4416, 1.2992, -0.5171, -0.7842, -0.7150, -0.4172, 0.1248, 0.4818, 0.4692, 0.4853],
  "charge": 1,
  "e_lumo_ev": [-2.931, -2.676],
  "multiplicity": 2,
  "homo_lumo_gap_ha": [0.24468, 0.24404],
  "s_squared": 0.759
}

---

Computed stability ranking, most favorable first: Q, P